Entry from OMol25: C47H117N8O20V as an isolated structure (ωB97M-V/def2-TZVPD).

## Properties
- HOMO-LUMO gap (hartree) = 0.290
- strongest force on any atom (eV/A) = 5.32
- LUMO level (eV) = -0.28
- total energy (eV) = -129183.344

The geometry in ORCA input format:
```
! wB97M-V def2-TZVPD RIJCOSX def2/J DEFGRID3
* xyz 0 1
O 0.013 -4.986 0.230
V 0.364 -4.562 -1.328
O -0.690 -5.310 -2.313
O -0.003 -0.475 -0.790
C 0.109 -1.805 -0.886
O 1.151 -2.402 -0.682
O -0.835 -2.585 -1.038
H -0.929 -0.390 -1.026
C 6.794 5.089 1.962
O 6.303 5.429 0.683
C 5.136 4.737 0.292
C 4.467 5.299 -0.952
N 3.646 6.458 -0.672
C 2.397 6.219 0.084
C 1.335 5.387 -0.675
O 1.186 4.042 -0.172
C 0.147 3.385 -0.842
H 7.759 5.547 2.180
H 6.841 4.005 2.063
H 6.047 5.479 2.653
H 4.323 4.630 1.010
H 5.534 3.785 -0.062
H 3.793 4.558 -1.381
H 5.194 5.496 -1.740
H 4.150 7.011 0.007
H 1.947 7.212 0.114
H 2.631 5.810 1.067
H 1.499 5.395 -1.753
H 0.377 5.900 -0.597
H -0.771 3.939 -0.647
H 0.071 2.316 -0.644
H 0.297 3.386 -1.922
C 3.642 -6.817 2.391
O 3.505 -6.538 0.999
C 3.456 -5.186 0.642
C 3.398 -5.002 -0.836
N 2.311 -5.802 -1.357
C 2.529 -6.110 -2.783
C 2.569 -4.916 -3.678
O 1.456 -4.043 -3.374
C 1.595 -2.783 -4.018
H 3.732 -7.894 2.532
H 2.752 -6.521 2.945
H 4.502 -6.285 2.798
H 4.409 -4.721 0.897
H 2.612 -4.721 1.152
H 4.383 -5.225 -1.248
H 3.205 -3.933 -0.928
H 2.325 -6.685 -0.866
H 1.747 -6.798 -3.104
H 3.460 -6.661 -2.915
H 2.516 -5.168 -4.737
H 3.559 -4.483 -3.534
H 2.474 -2.311 -3.581
H 0.719 -2.181 -3.778
H 1.644 -2.819 -5.107
C -5.815 7.555 -3.615
O -5.517 7.093 -2.314
C -4.104 7.192 -1.982
C -3.463 5.839 -2.374
N -4.328 4.693 -2.291
C -4.593 4.334 -0.894
C -5.341 2.996 -0.765
O -4.498 1.918 -1.066
C -3.604 1.568 -0.051
H -5.114 7.066 -4.292
H -5.777 8.645 -3.632
H -6.783 7.321 -4.059
H -3.983 7.242 -0.900
H -3.576 8.075 -2.340
H -2.502 5.764 -1.865
H -3.187 5.849 -3.429
H -5.142 4.807 -2.879
H -5.226 5.111 -0.465
H -3.714 4.492 -0.268
H -6.169 2.942 -1.472
H -5.748 2.855 0.236
H -2.966 0.768 -0.425
H -4.121 1.167 0.821
H -2.872 2.323 0.236
C -4.873 -8.483 -0.069
O -3.864 -7.681 -0.594
C -3.946 -6.297 -0.330
C -3.608 -5.946 1.135
N -4.083 -4.604 1.592
C -3.135 -3.554 1.060
C -3.477 -2.130 1.534
O -3.166 -1.944 2.935
C -3.765 -0.677 3.363
H -4.842 -9.534 -0.356
H -5.875 -8.075 -0.202
H -4.782 -8.514 1.017
H -5.010 -6.131 -0.499
H -3.422 -5.659 -1.041
H -2.629 -6.164 1.560
H -4.018 -6.692 1.817
H -4.089 -4.651 2.601
H -3.156 -3.492 -0.028
H -2.110 -3.826 1.309
H -4.530 -1.927 1.343
H -2.791 -1.439 1.043
H -3.505 -0.673 4.421
H -4.837 -0.584 3.192
H -3.222 0.135 2.878
C 3.621 -1.901 1.978
O 4.016 -2.384 3.295
C 3.174 -1.988 4.367
C 3.603 -2.640 5.664
N 3.464 -4.077 5.466
C 4.005 -4.868 6.549
C 4.622 -6.168 6.060
O 5.778 -5.968 5.197
C 6.756 -6.976 5.190
H 3.515 -0.816 1.978
H 2.668 -2.301 1.632
H 4.445 -2.098 1.293
H 2.135 -2.213 4.126
H 3.224 -0.919 4.575
H 3.040 -2.264 6.519
H 4.648 -2.391 5.846
H 3.929 -4.299 4.597
H 3.230 -5.112 7.276
H 4.787 -4.313 7.067
H 3.925 -6.818 5.531
H 4.974 -6.701 6.943
H 6.257 -7.941 5.109
H 7.463 -6.972 6.020
H 7.351 -6.757 4.303
C -0.802 3.871 -4.703
O -0.736 2.479 -4.234
C -1.985 2.023 -3.697
C -2.082 0.481 -3.576
N -3.425 0.023 -3.285
C -3.395 -1.388 -2.915
C -4.817 -2.071 -2.712
O -5.541 -1.443 -1.665
C -6.462 -0.453 -2.067
H -1.601 3.957 -5.439
H 0.156 4.215 -5.096
H -0.995 4.602 -3.918
H -2.767 2.407 -4.353
H -2.094 2.500 -2.723
H -1.343 0.296 -2.796
H -1.670 0.000 -4.464
H -3.725 0.481 -2.436
H -2.745 -1.471 -2.043
H -2.927 -1.968 -3.710
H -4.616 -3.136 -2.596
H -5.286 -2.038 -3.696
H -6.028 0.348 -2.667
H -6.877 0.137 -1.250
H -7.319 -0.914 -2.559
C -0.255 8.223 1.764
O -0.506 6.872 2.340
C -1.892 6.447 2.160
C -2.080 5.132 2.920
N -1.502 3.953 2.286
C -1.516 2.728 3.129
C -0.736 1.589 2.457
O -0.638 0.432 3.301
C -0.023 -0.704 2.612
H -0.203 8.235 0.675
H 0.727 8.581 2.072
H -1.033 8.917 2.081
H -2.041 6.304 1.089
H -2.627 7.143 2.562
H -3.143 4.895 2.971
H -1.616 5.233 3.901
H -0.596 4.222 1.929
H -2.508 2.326 3.338
H -0.998 2.873 4.077
H 0.227 2.005 2.159
H -1.294 1.389 1.542
H -0.733 -1.063 1.866
H -0.002 -1.513 3.342
H 0.981 -0.546 2.218
C 4.107 -0.374 -1.504
C 3.298 0.914 -1.675
C 2.513 0.908 -3.072
O 3.383 0.845 -4.238
C 2.774 0.550 -5.467
N 2.429 1.077 -0.499
H 4.794 -0.434 -2.349
H 3.546 -1.302 -1.395
H 4.538 -0.456 -0.507
H 3.970 1.768 -1.753
H 1.794 1.724 -3.138
H 1.853 0.043 -2.999
H 2.169 -0.357 -5.459
H 3.484 0.236 -6.232
H 2.225 1.391 -5.890
H 1.919 1.947 -0.442
H 1.759 0.322 -0.486
*
```